Molecular formula: C2H6BrOP
Method: DFT, ωB97M-V/def2-TZVPD

Properties
- E_LUMO (spin up / spin down): 0.015 / -0.018 Eh
- Max |F|: 0.0728 hartree/bohr
- Molecular weight: 156.9 g/mol

Each line ends with the natural charge from an NBO analysis.
CARTESIAN COORDINATES (ANGSTROEM)
H -0.45 -0.36 -1.68  0.234
Br -2.02 -0.71 0.29  -0.049
H -1.84 0.96 -1.49  0.229
P 1.33 -2.28 0.05  0.480
H 1.25 1.23 0.52  0.148
H -0.45 1.06 -0.53  0.212
O 1.58 -0.69 0.24  -0.667
C 1.21 0.27 0.94  0.006
H 0.77 -2.65 1.20  -0.120
H 1.09 0.11 2.00  0.150
C -1.08 0.31 -1.13  -0.625